[1]
{
  "formula": "C46H46CrF6FeN2O5",
  "method": "ωB97M-V/def2-TZVPD",
  "symbols": ["Cr", "Fe", "O", "H", "O", "H", "O", "H", "C", "C", "O", "O", "H", "H", "H", "N", "C", "C", "C", "C", "H", "H", "H", "H", "H", "N", "C", "C", "C", "C", "H", "H", "H", "H", "H", "F", "C", "C", "C", "C", "C", "C", "H", "H", "H", "H", "H", "F", "C", "C", "C", "C", "C", "C", "H", "H", "H", "H", "H", "F", "C", "C", "C", "C", "C", "C", "H", "H", "H", "H", "H", "F", "C", "C", "C", "C", "C", "C", "H", "H", "H", "H", "H", "F", "C", "C", "C", "C", "C", "C", "H", "H", "H", "H", "H", "F", "C", "C", "C", "C", "C", "C", "H", "H", "H", "H", "H"],
  "xyz": [[13.22753, 13.58285, 9.12521], [13.14819, 14.38110, 11.76948], [14.50506, 13.39372, 10.67795], [14.71493, 12.47816, 10.98132], [11.82378, 13.41953, 10.55533], [11.07331, 12.80179, 10.78548], [13.24544, 15.49624, 9.62352], [13.96939, 16.04716, 9.36756], [15.07055, 11.70878, 6.35386], [14.37835, 12.34948, 7.56172], [14.70937, 13.52523, 7.81946], [13.46900, 11.79732, 8.29210], [15.21519, 12.48876, 5.55879], [14.67425, 10.75631, 5.96969], [16.07829, 11.42333, 6.68624], [13.39064, 14.43833, 14.59624], [13.67053, 15.60190, 14.00083], [12.59558, 16.02685, 13.24324], [11.58702, 15.00004, 13.46786], [12.13595, 14.05026, 14.27022], [14.03457, 14.04987, 15.32212], [14.59031, 16.09701, 14.28903], [12.58879, 17.08244, 12.72221], [10.64998, 14.95762, 12.99470], [11.67385, 13.16904, 14.74445], [15.15051, 8.24970, 13.51720], [15.94872, 8.87394, 12.57319], [15.28770, 9.94768, 12.17908], [14.02264, 10.02545, 12.84652], [13.96638, 8.92558, 13.62559], [15.40253, 7.46554, 14.10685], [16.95979, 8.52673, 12.31526], [15.60952, 10.63116, 11.41918], [13.24324, 10.80498, 12.64880], [13.22136, 8.65190, 14.34132], [8.15437, 11.12706, 13.35376], [7.54544, 12.36960, 13.31932], [7.94752, 13.33904, 14.24368], [7.30464, 14.61275, 14.12777], [6.47889, 14.93107, 13.02893], [6.04421, 13.90144, 12.15904], [6.62804, 12.65738, 12.30509], [8.49881, 13.00103, 15.16056], [7.51930, 15.37940, 14.82804], [6.02033, 15.90419, 12.95646], [5.32446, 14.01543, 11.33001], [6.37471, 11.82722, 11.72177], [8.30217, 10.51904, 10.72136], [9.43600, 9.78331, 10.67313], [10.55801, 10.29602, 10.05158], [11.74543, 9.53668, 10.07326], [11.77679, 8.30353, 10.68320], [10.58047, 7.76512, 11.22297], [9.38014, 8.54973, 11.31135], [10.45762, 11.28655, 9.64070], [12.64478, 10.11768, 9.82924], [12.74824, 7.87044, 10.78440], [10.56149, 6.80586, 11.77683], [8.50600, 8.19013, 11.81911], [10.79947, 12.62644, 16.65068], [11.81684, 11.87957, 17.27680], [12.07620, 12.20827, 18.57390], [13.12609, 11.61342, 19.17193], [13.86571, 10.65686, 18.53930], [13.50869, 10.44048, 17.20910], [12.46855, 10.99726, 16.50321], [11.42035, 12.97300, 19.02622], [13.38730, 11.94244, 20.16918], [14.75092, 10.09571, 18.93251], [14.08300, 9.80574, 16.61875], [12.20741, 10.83479, 15.49811], [11.90970, 20.73918, 13.06586], [10.82625, 19.93178, 13.18941], [10.79460, 19.14134, 14.32854], [9.60719, 18.38070, 14.49400], [8.51444, 18.43714, 13.63078], [8.57245, 19.33474, 12.55562], [9.73722, 20.02945, 12.31182], [11.66036, 18.96406, 14.92076], [9.47426, 17.76793, 15.34776], [7.62427, 17.83774, 13.84880], [7.71639, 19.57265, 11.89713], [9.64809, 20.59248, 11.38683], [19.04160, 15.38342, 17.51223], [17.83873, 14.81666, 17.32696], [17.70051, 13.94462, 16.25135], [16.51336, 13.29009, 16.07680], [15.48907, 13.37268, 17.00951], [15.70781, 14.18838, 18.13205], [16.86086, 14.92125, 18.31987], [18.51718, 14.04698, 15.55540], [16.41931, 12.55930, 15.23695], [14.53916, 12.72267, 16.89516], [14.90646, 14.27414, 18.88284], [17.00893, 15.53994, 19.21070], [9.04036, 14.74015, 9.82040], [9.38920, 14.40836, 8.49545], [8.59479, 13.56268, 7.78185], [8.89525, 13.42582, 6.40590], [9.87961, 14.22303, 5.82056], [10.59321, 15.09615, 6.59445], [10.38707, 15.15244, 7.96683], [7.81166, 13.06791, 8.30023], [8.37147, 12.68604, 5.84570], [10.13629, 14.17715, 4.77407], [11.38872, 15.64312, 6.17912], [11.09986, 15.71916, 8.54907]],
  "lowdin_spin": [2.922, 3.715, 0.037, 0.006, 0.107, 0.004, 0.067, 0.003, 0.001, 0.019, -0.004, 0.011, 0.000, 0.000, 0.001, 0.040, 0.030, -0.009, 0.007, 0.040, 0.000, 0.002, -0.001, 0.001, 0.001, 0.000, 0.000, 0.000, 0.000, 0.000, 0.000, 0.000, 0.000, 0.000, 0.000, 0.000, 0.000, 0.000, 0.000, 0.000, 0.000, 0.000, 0.000, 0.000, 0.000, 0.000, 0.000, 0.000, 0.000, 0.000, 0.000, 0.000, 0.000, 0.000, 0.001, 0.000, 0.000, 0.000, 0.000, 0.000, 0.000, 0.000, 0.000, 0.000, 0.000, 0.000, 0.000, 0.000, 0.000, 0.000, 0.000, 0.000, 0.000, 0.000, 0.000, 0.000, 0.000, 0.000, 0.000, 0.000, 0.000, 0.000, 0.000, 0.000, 0.000, 0.000, 0.000, 0.000, 0.000, 0.000, 0.000, 0.000, 0.000, 0.000, 0.000, 0.000, 0.000, 0.000, 0.000, 0.000, 0.000, 0.000, 0.000, 0.000, 0.000, 0.000, 0.000],
  "charge": 1,
  "energy_ha": -5173.342858,
  "e_homo_ev": [-10.92, -10.92],
  "s_squared": 15.785,
  "multiplicity": 8,
  "fmax_ev_per_a": 3.79
}

---

[2]
{
  "formula": "C9H23ClNO8S",
  "method": "ωB97M-V/def2-TZVPD",
  "symbols": ["Cl", "O", "O", "O", "O", "C", "O", "H", "H", "H", "H", "C", "O", "H", "H", "H", "H", "C", "O", "H", "H", "H", "H", "N", "C", "C", "C", "C", "H", "H", "H", "H", "H", "C", "S", "O", "C", "H", "H", "H", "H", "H", "H"],
  "xyz": [[16.42018, -23.78764, -6.14476], [16.20012, -23.49706, -4.73781], [16.62688, -22.48621, -6.75699], [17.53536, -24.69232, -6.35714], [15.26937, -24.42486, -6.71264], [16.21745, -21.51527, -9.69908], [15.69839, -20.91659, -10.89284], [15.63822, -21.11629, -8.86659], [16.12441, -22.59588, -9.69849], [17.26585, -21.23782, -9.58214], [15.36209, -20.04110, -10.71370], [19.97639, -21.34452, -6.01255], [20.81570, -21.67440, -4.92943], [19.40359, -22.22372, -6.34058], [19.25370, -20.56582, -5.74659], [20.51826, -21.03343, -6.90666], [20.24262, -22.01566, -4.21842], [18.68376, -23.29913, -2.09817], [18.69435, -22.50567, -3.28345], [19.10155, -24.28990, -2.27172], [19.26546, -22.81000, -1.31895], [17.65073, -23.35285, -1.75284], [17.98781, -22.87734, -3.83623], [14.01058, -20.83875, -6.17574], [13.88597, -19.56774, -6.66555], [12.78989, -18.99280, -6.05195], [12.26770, -19.92925, -5.17344], [13.03890, -21.07281, -5.24757], [14.68156, -21.53009, -6.47682], [14.54469, -19.17717, -7.42221], [12.35192, -18.05746, -6.36388], [11.31233, -19.86926, -4.66992], [12.91559, -22.03362, -4.78074], [20.23796, -25.91536, -4.22279], [20.61556, -27.47913, -5.07948], [19.63313, -28.44960, -4.44817], [19.97220, -27.02254, -6.69728], [20.77126, -25.87325, -3.27824], [19.15717, -25.82579, -4.13484], [20.56475, -25.05800, -4.82238], [20.12515, -27.83907, -7.39658], [20.40671, -26.05837, -6.96263], [18.89441, -26.84047, -6.65735]],
  "mulliken_charge": [1.581, -0.744, -0.534, -0.606, -0.728, 0.090, -0.567, -0.246, 0.204, 0.225, 0.301, -0.456, -0.585, 0.083, 0.223, 0.337, 0.469, -0.578, -0.454, 0.157, 0.273, 0.278, 0.310, 0.169, -0.446, -0.443, -0.593, -0.345, 0.193, 0.336, 0.365, 0.351, 0.403, -0.818, 0.416, -0.641, -0.724, 0.404, 0.212, 0.291, 0.386, 0.290, 0.161],
  "charge": -1,
  "energy_ha": -1871.530937,
  "e_homo_ev": -5.71,
  "de_lowest_kcal_mol": 9.8,
  "fmax_ev_per_a": 1.69
}

---

[3]
{
  "formula": "C14H14N2O7S3SbTi",
  "method": "ωB97M-V/def2-TZVPD",
  "symbols": ["Ti", "S", "Sb", "S", "S", "O", "C", "O", "C", "O", "O", "O", "C", "C", "C", "C", "N", "C", "C", "C", "C", "C", "C", "O", "C", "C", "N", "H", "H", "H", "H", "H", "H", "H", "H", "H", "H", "H", "H", "O", "H", "H"],
  "xyz": [[1.56038, 0.71822, 1.61697], [0.00780, 4.26043, 4.55859], [1.83023, 3.26013, 3.63461], [1.32364, 0.84664, 3.88613], [1.22854, 3.00389, 1.24009], [5.50345, 0.03699, 1.85140], [4.31522, -0.02394, 1.63546], [3.52243, 1.00526, 1.46666], [3.54128, -1.36347, 1.49084], [4.12435, -2.40970, 1.29501], [2.26228, -1.17381, 1.53956], [-0.27444, -0.77868, -5.13296], [0.56819, 0.31316, -4.77404], [0.80121, 0.34681, -3.29243], [1.93100, 1.02077, -2.78491], [2.07827, 1.11360, -1.41941], [1.22162, 0.58285, -0.54706], [0.12629, -0.09272, -1.02411], [-0.09253, -0.20135, -2.41218], [-0.73668, -0.58870, -0.01525], [-1.82832, -1.44322, -0.25511], [-2.63226, -1.85786, 0.77249], [-3.84880, -2.69128, 0.51696], [-5.00452, -1.89060, 0.22132], [-2.31969, -1.41005, 2.07753], [-1.21178, -0.61928, 2.26263], [-0.39726, -0.21801, 1.27488], [-0.52403, -0.67208, -6.05269], [0.10323, 1.25825, -5.08364], [1.53534, 0.23740, -5.28581], [2.66821, 1.45784, -3.44604], [2.92417, 1.63789, -0.98974], [-0.96755, -0.70647, -2.79493], [-2.03604, -1.77554, -1.26521], [-4.06579, -3.31507, 1.39113], [-3.70021, -3.34553, -0.34403], [-4.84811, -1.02175, 0.60641], [-2.93170, -1.69403, 2.92370], [-0.94958, -0.27975, 3.25483], [-2.00046, 2.74794, 2.44332], [-1.31628, 2.61801, 1.76643], [-1.49110, 3.10679, 3.19257]],
  "lowdin_spin": [0.058, 0.001, 0.005, -0.002, 0.009, 0.000, 0.000, 0.000, 0.001, 0.001, 0.006, 0.002, 0.006, 0.051, 0.092, 0.008, 0.118, 0.107, 0.035, 0.119, 0.026, 0.062, 0.007, 0.006, 0.103, 0.019, 0.140, 0.000, 0.002, 0.001, 0.008, -0.001, 0.001, 0.000, 0.000, 0.002, 0.000, 0.007, -0.001, 0.000, 0.000, 0.000],
  "charge": -2,
  "energy_ha": -3462.699019,
  "e_homo_ev": [-0.51, -1.86],
  "de_lowest_kcal_mol": 0.0,
  "s_squared": 0.769,
  "multiplicity": 2,
  "fmax_ev_per_a": 0.50
}

---

[4]
{
  "formula": "C40H33LaN2O3PS4",
  "method": "ωB97M-V/def2-TZVPD",
  "symbols": ["La", "O", "C", "S", "C", "C", "S", "S", "S", "N", "P", "C", "C", "C", "C", "C", "C", "C", "C", "C", "C", "C", "C", "C", "C", "C", "C", "C", "N", "H", "H", "H", "H", "H", "H", "H", "H", "H", "H", "H", "H", "H", "H", "H", "C", "C", "C", "C", "C", "C", "C", "C", "C", "C", "O", "O", "H", "H", "H", "H", "H", "H", "H", "H", "H", "H", "H", "C", "C", "C", "C", "C", "C", "C", "C", "C", "C", "H", "H", "H", "H", "H", "H", "H"],
  "xyz": [[0.31357, -1.99158, 0.03165], [2.79079, -6.74590, 5.15757], [2.38373, -5.96496, 4.32556], [3.13718, -4.35293, 3.87462], [2.02520, -3.85351, 2.65849], [0.98493, -4.71537, 2.35732], [-0.33837, -4.53464, 1.17560], [0.88831, -6.20458, 3.27280], [2.43351, -2.28268, 1.96625], [0.04050, 1.19320, -2.38084], [-0.69639, 1.28261, -0.76941], [-1.69809, 2.74059, -1.00870], [-3.03819, 2.58461, -1.33496], [-3.82080, 3.71547, -1.53257], [-3.22986, 4.97911, -1.52531], [-1.88446, 5.10038, -1.24869], [-1.10410, 3.98802, -1.03040], [0.65584, 1.94489, 0.25932], [2.00920, 1.72711, -0.02326], [2.94145, 1.96387, 0.96673], [2.58593, 2.54258, 2.17831], [1.26394, 2.87452, 2.42111], [0.31050, 2.60889, 1.44338], [-0.19483, 0.10991, -3.20144], [0.05205, 0.26067, -4.58156], [-0.09028, -0.80977, -5.42868], [-0.58852, -2.00519, -4.90904], [-0.88598, -2.05877, -3.55661], [-0.66589, -1.04371, -2.68207], [0.21408, 2.05455, -2.89891], [-3.46544, 1.60278, -1.44605], [-4.87500, 3.60700, -1.72828], [-3.83781, 5.84076, -1.71580], [-1.40265, 6.06988, -1.22085], [-0.04466, 4.08658, -0.87188], [2.30813, 1.42114, -1.01583], [3.97720, 1.73643, 0.79141], [3.35566, 2.79479, 2.89429], [0.95738, 3.33081, 3.34781], [-0.71489, 2.91250, 1.58738], [0.46745, 1.20034, -4.92740], [0.19708, -0.72751, -6.47632], [-0.67727, -2.89828, -5.49440], [-1.27706, -2.97677, -3.12540], [-2.77153, 3.09053, 6.10439], [-2.46456, 2.03686, 5.06368], [-1.50744, 1.04225, 5.29208], [-1.16558, 0.08154, 4.31105], [-0.07559, -0.93033, 4.61938], [-1.82961, 0.15126, 3.04855], [-2.91581, 1.06890, 2.83889], [-3.77431, 1.06653, 1.58881], [-3.16501, 2.00384, 3.84807], [-1.27520, -0.66577, 1.90212], [-1.92182, -1.51336, 1.21075], [-0.03218, -0.43745, 1.65517], [-2.03430, 3.04559, 6.91776], [-3.75794, 2.97134, 6.54442], [-2.75074, 4.09122, 5.66813], [-0.99830, 1.03945, 6.23990], [0.17686, -0.95446, 5.67986], [0.83141, -0.69672, 4.05813], [-0.37729, -1.93762, 4.32853], [-3.13359, 0.96822, 0.71339], [-4.35819, 1.98145, 1.49717], [-4.45533, 0.21026, 1.56249], [-3.95432, 2.72846, 3.66818], [3.63894, -0.73585, -4.98945], [3.22116, -0.11803, -3.79141], [2.67335, -0.86154, -2.78057], [2.41907, -2.24149, -2.97457], [1.76135, -3.03126, -1.99911], [1.60674, -4.39131, -2.11115], [2.04313, -5.01495, -3.29324], [2.61786, -4.26276, -4.29878], [2.83972, -2.87353, -4.19004], [3.47208, -2.07239, -5.18830], [4.08318, -0.10426, -5.74998], [3.34413, 0.95261, -3.69718], [2.41347, -0.41257, -1.82380], [1.18248, -4.99003, -1.30348], [1.93545, -6.07576, -3.42694], [2.89018, -4.76915, -5.21854], [3.80499, -2.54752, -6.09931]],
  "mulliken_charge": [1.109, -0.619, 0.549, -0.177, 0.124, 0.049, -0.558, -0.197, -0.568, 0.706, 0.219, 0.506, -0.627, -0.751, -0.564, -0.775, -0.327, 0.761, -0.722, -0.362, -0.691, -0.756, -0.412, 0.076, -0.967, -0.355, -0.705, -0.375, 0.074, 0.369, 0.474, 0.437, 0.413, 0.409, 0.503, 0.373, 0.441, 0.398, 0.444, 0.428, 0.301, 0.400, 0.406, 0.349, -1.556, 0.621, -1.134, 0.595, -1.382, 1.215, 0.986, -1.173, -0.944, 0.736, -0.815, -0.638, 0.351, 0.333, 0.343, 0.338, 0.455, 0.194, 0.334, -0.140, 0.300, 0.414, 0.330, -0.672, -0.407, -0.007, 0.498, -0.424, -0.491, -0.696, -0.931, 0.964, -0.859, 0.371, 0.457, 0.198, 0.288, 0.428, 0.322, 0.391],
  "charge": -1,
  "energy_ha": -3845.213146,
  "e_homo_ev": -3.60,
  "de_lowest_kcal_mol": 0.0,
  "fmax_ev_per_a": 2.46
}